(1)
Entry from the OMol25 dataset: 3 unconnected molecules or ions with the total composition C3H13NO3 (the ωB97M-V functional and the def2-TZVPD basis).

The geometry in XYZ format:
```
20
Properties=species:S:1:pos:R:3:lowdin_charge:R:1
C 0.597 0.816 -0.378 -0.1959
C 0.502 -0.212 0.773 -0.4076
C -0.766 -1.074 0.649 -0.0545
O 0.371 0.621 1.940 -0.0749
N 1.688 0.469 -1.336 -0.0213
H -0.338 0.877 -0.922 0.1113
H 0.978 1.724 0.102 0.1112
H 1.373 -0.850 0.940 0.1355
H -1.574 -0.378 0.882 0.0504
H -0.974 -1.575 -0.290 0.0743
H -0.869 -1.765 1.494 0.0809
H -0.162 0.150 2.605 0.0905
H 2.527 0.298 -0.796 0.0778
H 1.820 1.134 -2.083 0.0712
H -2.440 2.391 0.188 0.0401
H -3.074 1.951 1.573 0.0367
O -2.701 1.657 0.746 -0.0434
H 1.345 -1.545 -1.543 -0.0133
H 0.529 -2.263 -2.610 0.0111
O 1.168 -2.428 -1.934 -0.0801
```

Output
Charge = 0
E_HOMO = -9.4078 eV
SMILES string = C[C@H](O)CN.O.O
Lowest unoccupied orbital energy = 0.0240 hartree

***

(2)
Entry from the OMol25 dataset: 4 unconnected molecules or ions with the total composition C3H13NO3 (the ωB97M-V functional and the def2-TZVPD basis).

The geometry in XYZ format:
```
20
Properties=species:S:1:pos:R:3:lowdin_charge:R:1
C -1.431 2.418 0.317 -0.0748
C -1.100 1.341 1.336 -0.1999
C -0.793 -0.170 0.957 -0.2205
N -0.188 -0.818 2.097 0.2546
H -1.445 3.366 0.836 0.0816
H -0.626 2.454 -0.426 0.0771
H -2.290 2.159 -0.308 0.0866
H -1.694 1.213 2.277 0.1213
H -0.101 1.564 1.744 0.1070
H -1.784 -0.632 0.642 0.1686
H -0.192 -0.131 0.006 0.0983
H 0.257 -0.469 -2.202 -0.0539
H 0.277 0.813 -3.073 0.0226
O -0.174 0.453 -2.295 -0.1534
H 0.795 -1.081 2.357 0.1066
H 1.466 -1.163 0.913 -0.0491
O 2.214 -1.193 0.312 -0.0534
H 1.730 -1.956 -1.938 -0.0161
H 1.731 -1.167 -0.545 -0.0285
O 0.789 -1.804 -1.772 -0.2747
```

Output
Charge = 0
E_HOMO = -8.8636 eV
Lowest unoccupied orbital energy = -0.1879 hartree

***

(3)
Entry from the OMol25 dataset: 4 unconnected molecules or ions with the total composition C3H13NO3 (the ωB97M-V functional and the def2-TZVPD basis).

The geometry in XYZ format:
```
20
Properties=species:S:1:pos:R:3:lowdin_charge:R:1
C -0.729 0.422 -2.528 -0.0963
C -0.865 -0.149 -1.099 -0.1613
C -1.861 0.133 -0.269 -0.1764
N -1.995 -0.574 1.046 0.0239
H -1.298 -0.145 -3.245 0.0536
H -1.343 1.395 -2.582 0.0986
H 0.227 0.505 -2.940 0.0342
H -0.016 -0.709 -0.769 0.0604
H -2.795 0.671 -0.433 0.1042
H -1.984 -0.045 1.866 0.0215
H -1.329 -1.334 1.011 0.0541
H 1.758 -1.906 1.640 -0.0374
H 2.064 -1.059 0.387 -0.0246
O 1.544 -1.754 0.797 -0.0121
H 0.670 0.232 2.669 0.0709
H -0.270 1.314 2.022 0.0058
O 0.447 1.231 2.665 -0.0971
H 2.082 0.450 -0.613 -0.0654
H 2.855 0.991 0.587 0.1431
O 2.839 0.332 -0.211 0.0001
```

Output
Charge = 0
E_HOMO = -8.7183 eV
SMILES string = C/C=C/N.O.O.O
Lowest unoccupied orbital energy = 0.0174 hartree

***

The structure with the greatest stability is (1).